Computed, not measured: 3 unconnected molecules or ions with the total composition C16H31O8PS2 in a non-equilibrium geometry, with ωB97M-V/def2-TZVPD.

```
58
Properties=species:S:1:pos:R:3:nbo_charge:R:1
S 0.4213 6.3999 2.7790 2.173
S -2.3122 -5.7799 -3.3601 2.173
P -0.3451 1.1691 1.1993 0.740
O 2.1222 0.5857 0.3217 -0.530
O 3.8956 -0.6159 -0.5324 -0.575
O -2.1013 -5.5172 -1.9576 -0.956
O 1.9708 -0.2109 -1.7015 -0.506
O -0.1894 5.1591 3.1865 -0.948
O 0.1796 6.9531 1.4723 -0.939
O -2.1663 -0.6715 -0.6061 -0.709
O -3.4738 -5.2785 -4.0449 -0.934
C -1.0845 -2.8436 -0.1694 -0.648
C -0.9182 -7.7281 -4.5347 -0.401
C 2.1890 6.3068 3.0431 -0.675
C -2.1548 -7.5479 -3.6440 -0.677
C 0.0316 -6.5578 -4.2437 -0.407
C -0.1615 -1.2151 -1.8830 -0.440
C 0.6217 2.5881 1.8365 -0.924
C 1.4530 7.9610 4.6817 -0.401
C 0.5887 -0.0466 -1.2440 0.076
C -1.1662 0.2818 2.5861 -0.936
C -1.4168 -1.7275 -1.1681 0.100
C 0.1033 7.6679 4.0133 -0.677
C 2.7866 -0.1240 -0.6267 0.974
C -0.8371 -5.3038 -4.2550 -0.673
C 0.7686 0.0085 0.2737 -0.209
C 2.5500 7.6583 3.6517 -0.406
H 1.5003 8.9909 5.0311 0.226
H 0.1240 3.4874 1.5360 0.254
H 3.5387 7.6378 4.1068 0.227
H 1.5821 7.3139 5.5512 0.209
H -0.3775 -4.4484 -3.7649 0.253
H -0.4417 -8.6895 -4.3512 0.226
H -2.2267 -0.8058 0.3376 0.468
H 2.5520 8.4267 2.8759 0.217
H -3.0638 -7.9070 -4.1185 0.254
H 2.3745 5.4929 3.7434 0.239
H -0.6349 7.2934 4.7173 0.253
H -2.0290 -8.0270 -2.6753 0.248
H 0.4868 -6.6863 -3.2595 0.216
H 0.8324 -6.4932 -4.9781 0.228
H -0.2895 8.5396 3.4942 0.248
H 0.2656 0.9007 -1.6497 0.209
H 2.6841 6.1062 2.0961 0.258
H 0.6299 2.5951 2.9189 0.231
H -1.2140 -7.7043 -5.5851 0.210
H -2.2266 0.4635 2.5102 0.235
H 0.9245 -0.9805 0.6920 0.203
H -0.0437 -2.7679 0.1158 0.194
H -0.4814 -0.8746 -2.8590 0.220
H -1.1943 -3.8173 -0.6190 0.253
H -1.7412 -2.7939 0.6916 0.204
H -1.0186 -0.7932 2.5540 0.230
H -0.8372 0.6262 3.5584 0.237
H 1.6463 2.6102 1.4886 0.250
H -1.1398 -5.0382 -5.2671 0.242
H -2.0446 -2.1784 -1.9298 0.173
H 0.5086 -2.0499 -2.0359 0.221
```

Results
- Orbital gap: 8.29 eV
- DFT total energy: -64432.1759 eV
- Maximum force: 0.047 Eh/bohr
- Total charge: 0

Computed, not measured: a molecular structure, C3H3LaO3 in a non-equilibrium geometry, with ωB97M-V/def2-TZVPD.

```
10
Properties=species:S:1:pos:R:3:lowdin_spin:R:1
La 2.0533 0.6920 0.2194 0.979
O -0.6896 0.3258 -0.2099 0.008
O -1.4856 -1.8033 -0.2265 0.000
O 0.7077 -1.3066 0.0379 0.011
C -1.9289 0.9366 -0.3737 0.000
C -3.0234 0.4625 0.2391 0.000
C -0.5083 -1.0818 -0.2094 0.003
H -2.9830 0.0243 1.2359 0.000
H -3.9830 0.5827 -0.2616 0.000
H -1.9469 1.4990 -1.3090 0.000
```

Results
- <S²>: 0.751
- Orbital gap (spin up / spin down): 5.76 / 7.01 eV
- DFT total energy: -10152.3782 eV
- Maximum force: 0.087 Eh/bohr
- Total charge: +1
- Multiplicity: 2

Computed, not measured: 2 unconnected molecules or ions with the total composition C4H10NS in a non-equilibrium geometry, with ωB97M-V/def2-TZVPD.

```
16
Properties=species:S:1:pos:R:3:nbo_charge:R:1
S -0.7666 -0.2747 0.5151 0.022
N 1.1216 1.5924 -1.0464 -0.628
C -0.2116 1.2935 -1.5304 0.061
C -1.6922 -1.5439 2.7335 -0.694
C 2.0411 0.8386 -1.9618 -0.399
C -1.7882 -1.3126 1.2609 -0.102
H -0.1462 0.2141 -2.0343 0.148
H -0.6271 -1.4661 2.9433 0.247
H -2.5044 -0.7985 3.0914 0.284
H 1.6674 0.8272 -2.9902 0.238
H -1.9446 -2.6022 3.0056 0.255
H -2.5731 -1.8243 0.8699 0.207
H 2.1115 -0.0852 -1.5923 0.224
H 1.2772 2.6082 -1.0591 0.455
H 2.9473 1.3613 -2.0077 0.233
H 1.0878 1.1723 -0.1976 0.450
```

Results
- Orbital gap: 8.05 eV
- DFT total energy: -16622.5347 eV
- Maximum force: 0.094 Eh/bohr
- Total charge: +1

Computed, not measured: a gas-phase ion, C7H12NO2 (charge +1) in a non-equilibrium geometry, with ωB97M-V/def2-TZVPD.

```
22
Properties=species:S:1:pos:R:3:nbo_charge:R:1
O 0.7261 -2.3378 0.9924 -0.486
O 2.2786 -0.9821 0.1498 -0.479
N -0.0248 -0.2240 0.1080 -0.395
C -1.5317 -1.9715 -0.6265 -0.708
C 0.2474 1.1288 0.6401 -0.432
C 4.1738 0.3571 0.0104 -0.347
C 1.0769 -1.3301 0.4919 0.950
C -1.2689 -0.6124 -0.0958 0.544
C 2.9276 0.1699 -0.3178 0.056
C -2.3157 0.4333 -0.0669 -0.714
H 1.2634 1.3909 0.2648 0.242
H -3.2415 -0.1336 0.0258 0.262
H 4.5506 -0.3369 0.7798 0.234
H -2.3132 1.2514 0.6086 0.262
H 2.5275 0.6946 -1.1025 0.195
H -0.4440 1.8455 0.3321 0.230
H -2.0113 -2.5952 0.1080 0.292
H 0.0973 1.1385 1.6649 0.231
H -0.5601 -2.4411 -0.8464 0.264
H -2.3398 -1.9644 -1.3573 0.276
H 4.6241 1.2654 -0.2576 0.237
H -2.2655 0.8755 -1.1323 0.288
```

Results
- Orbital gap: 9.52 eV
- DFT total energy: -13029.6280 eV
- Maximum force: 0.056 Eh/bohr
- Total charge: +1

Computed, not measured: a molecular structure, C48H39F5GeN3O2PdS in a non-equilibrium geometry, with ωB97M-V/def2-TZVPD.

```
100
Properties=species:S:1:pos:R:3:lowdin_spin:R:1
Pd 0.1971 0.1248 -0.5998 0.432
Ge -0.2264 -1.5805 1.2536 0.089
S 0.7624 2.6297 -1.1118 -0.051
F -1.1816 2.8657 -5.8069 0.000
F -2.1440 6.4294 -2.8506 0.000
F 0.2707 1.6601 -3.8680 0.000
F -0.7214 5.1956 -0.9026 -0.001
F -2.4098 5.2592 -5.3028 0.001
O -0.1182 2.2261 3.2531 -0.014
O 4.6004 -0.3533 -1.2163 0.007
N 1.9003 0.8366 0.7092 -0.001
N -0.6595 1.8272 1.0673 0.039
N 2.3518 -0.5620 -1.5355 0.151
C -2.8028 0.5374 -0.3311 0.046
C 3.4771 -3.3185 2.4782 0.000
C 2.7323 -0.5260 -5.1885 -0.002
C -0.9753 4.5923 2.1257 0.001
C 2.1131 -2.3289 -3.1558 0.013
C 2.4396 -0.9863 -2.8407 -0.001
C -0.8353 4.6142 -2.1001 0.001
C -1.3998 0.1205 5.5813 0.003
C 2.5708 1.7507 2.7846 0.000
C 0.1935 1.9093 2.1123 0.002
C 1.2540 -2.8830 1.6392 0.014
C -1.0706 3.4375 -4.6036 -0.001
C -1.8013 -2.7214 0.6935 0.024
C -0.7062 -0.6424 -2.5346 0.113
C 3.2646 -4.6807 2.3539 0.002
C -3.9952 -4.2442 -0.1291 0.004
C 1.0593 -4.2522 1.5081 0.004
C 3.2174 1.3054 -3.5586 -0.002
C -2.0951 3.7082 1.6936 0.004
C 2.7912 -0.0852 -3.8781 0.012
C 3.8802 1.3663 2.5418 0.000
C 4.1811 0.7242 1.3526 0.000
C 2.4794 -2.4324 2.1159 0.002
C -0.3324 2.8227 -3.6075 0.000
C -2.8343 -4.2302 -0.8847 0.000
C -4.0547 -3.5134 1.0452 0.001
C -0.2247 -0.5913 5.4091 0.000
C -1.6942 4.6574 -4.3491 0.002
C 0.1133 -1.0782 4.1599 0.004
C -1.7540 -3.4669 -0.4809 0.004
C -0.1992 3.3838 -2.3281 -0.006
C -1.5653 5.2476 -3.0914 0.000
C -0.7166 -0.8804 3.0635 0.013
C 1.8310 -3.2942 -2.0506 0.002
C -1.8860 -0.1517 3.2519 0.003
C 2.3787 -1.8283 -5.4945 0.013
C 2.0534 -5.1449 1.8692 0.000
C 2.0890 -2.7271 -4.4781 -0.003
C -3.3980 4.1431 1.8746 0.000
C 3.4371 -0.1751 -0.8624 0.007
C -4.2654 2.2426 0.7088 0.001
C 1.5963 1.4730 1.8337 0.001
C -4.4833 3.4111 1.4229 0.003
C 3.1475 0.4762 0.4556 -0.001
C -2.9671 -2.7613 1.4512 0.006
C -2.9869 1.7617 0.5090 0.005
C -1.8796 2.4322 1.0988 0.004
C -2.2339 0.3330 4.4968 0.000
H -3.5622 5.0878 2.3726 0.000
H -1.7146 0.3620 -0.5218 0.023
H -2.7726 -4.8156 -1.7925 0.000
H -1.2874 5.6317 2.0529 0.000
H 1.3373 -4.1857 -2.4317 0.000
H 2.7625 -3.5961 -1.5698 0.001
H -3.3106 0.6704 -1.2875 0.001
H -0.6993 4.3776 3.1596 0.000
H -0.0891 4.4452 1.5115 0.000
H 1.8738 -6.2072 1.7781 0.000
H 0.4388 -0.7604 6.2475 0.000
H 2.9700 0.1656 -5.9826 0.000
H 2.6581 -1.3702 2.2166 0.000
H 0.0344 -0.8758 -3.2884 0.007
H -3.0168 -2.2154 2.3826 0.000
H -3.1498 0.8943 4.6125 0.000
H -1.4076 0.1028 -2.9053 0.006
H 2.5615 1.7484 -2.8079 -0.002
H 1.2134 -2.8149 -1.2883 0.001
H -1.2362 -1.5359 -2.1948 0.012
H -5.4895 3.7686 1.5836 0.000
H 3.2166 1.9242 -4.4516 0.000
H 5.1745 0.3985 1.0834 0.000
H -1.6637 0.5109 6.5539 0.000
H 1.0337 -1.6317 4.0328 0.000
H -3.2349 -0.3492 0.1390 0.001
H 4.4161 -2.9449 2.8612 0.000
H 4.2222 1.2855 -3.1371 0.000
H -5.1014 1.6923 0.3018 0.000
H 2.3368 -2.1507 -6.5238 0.001
H -0.8564 -3.4641 -1.0838 0.000
H 4.6535 1.5677 3.2673 0.000
H -4.9520 -3.5251 1.6473 0.000
H -2.5251 0.0631 2.4062 0.000
H -4.8454 -4.8284 -0.4526 0.000
H 1.8342 -3.7481 -4.7231 -0.001
H 4.0391 -5.3756 2.6383 0.000
H 2.2653 2.2563 3.6862 0.000
H 0.1118 -4.6200 1.1382 0.000
```

Results
- <S²>: 0.850
- Orbital gap (spin up / spin down): 3.22 / 3.60 eV
- DFT total energy: -143388.1115 eV
- Maximum force: 0.063 Eh/bohr
- Total charge: 0
- Multiplicity: 2

Computed, not measured: 2 unconnected molecules or ions with the total composition C5H12N2O2 in a non-equilibrium geometry, with ωB97M-V/def2-TZVPD.

```
21
Properties=species:S:1:pos:R:3:nbo_charge:R:1
O -2.3090 -2.0439 0.3270 -0.591
O 0.9661 0.4506 -0.6769 -0.735
N -0.4150 -1.9540 -0.9114 -0.831
N -2.4011 0.8628 0.0638 -0.818
C -2.0003 -0.0030 -1.0237 -0.391
C -1.5849 -1.4852 -0.4479 0.673
C 1.5384 0.5526 0.5565 0.338
C 3.0057 0.8403 0.4799 -0.656
C 0.8662 0.3676 1.6881 -0.549
H -0.0696 0.3539 -0.5930 0.502
H -3.1040 1.5322 -0.2210 0.370
H -1.4019 0.4236 -1.8462 0.184
H -1.6167 1.3550 0.4776 0.357
H 3.1690 1.7685 -0.0670 0.224
H 1.3642 0.4099 2.6407 0.211
H -2.9112 -0.2739 -1.5646 0.238
H 0.2305 -1.3551 -1.4357 0.415
H -0.1747 0.0846 1.7136 0.205
H 3.4389 0.9246 1.4721 0.225
H -0.1028 -2.8515 -0.5721 0.406
H 3.5123 0.0403 -0.0598 0.222
```

Results
- Orbital gap: 9.83 eV
- DFT total energy: -12454.0046 eV
- Maximum force: 0.063 Eh/bohr
- Total charge: 0

Which of these has the lowest DFT total energy?
C48H39F5GeN3O2PdS